Below is an isolated molecule of C4H5NO, with properties calculated with ωB97M-V/def2-TZVPD.

Values from the calculation:
Largest force on an atom   1.884 eV/Å
Structure (SMILES)   N#C[C@@H]1C[C@@H]1O
Multiplicity   1
Net charge   0
Orbital gap   9.589 eV
Electronic energy   -7764.290 eV

Last column: natural (NBO) charge in e.
Positions of all 11 atoms, in Å:
O -0.79 1.46 -1.07  -0.674
N 2.91 0.20 0.74  -0.333
C 0.42 -0.47 0.73  -0.384
C 1.81 -0.16 0.78  0.263
C -0.81 0.43 -0.15  0.184
C -0.23 -0.85 -0.56  -0.443
H -0.75 -1.78 -0.46  0.222
H -1.62 0.52 0.56  0.184
H -1.29 2.23 -0.75  0.489
H 0.38 -0.73 -1.45  0.249
H -0.03 -0.86 1.64  0.244

Below is an isolated molecule of C4H5NO, with properties calculated with ωB97M-V/def2-TZVPD.

Values from the calculation:
Largest force on an atom   3.759 eV/Å
Structure (SMILES)   N#CC1COC1
Multiplicity   1
Net charge   0
Orbital gap   10.748 eV
Electronic energy   -7762.731 eV

Last column: natural (NBO) charge in e.
Positions of all 11 atoms, in Å:
O 0.06 0.22 -1.55  -0.558
N 0.58 -2.21 1.67  -0.308
C 0.25 -1.20 1.23  0.275
C -1.16 0.02 -0.50  -0.143
C 0.84 0.60 -0.42  -0.046
C -0.14 0.11 0.65  -0.394
H 1.03 1.68 -0.32  0.180
H -1.22 0.89 -1.18  0.322
H 1.77 0.04 -0.49  0.202
H -0.35 0.80 1.47  0.255
H -1.66 -0.96 -0.57  0.216

Below is an isolated molecule of C4H5NO, with properties calculated with ωB97M-V/def2-TZVPD.

Values from the calculation:
Largest force on an atom   0.482 eV/Å
Multiplicity   1
Net charge   0
Orbital gap   9.192 eV
Electronic energy   -7761.706 eV

Last column: natural (NBO) charge in e.
Positions of all 11 atoms, in Å:
O -1.91 1.14 1.18  -0.505
N 0.62 -0.95 -0.28  -0.390
C -0.88 0.55 0.81  0.381
C 1.47 -0.54 -1.13  -0.030
C 0.01 1.16 1.68  -0.068
C -0.71 -0.38 -0.36  -0.347
H 2.49 -0.91 -1.08  0.182
H -1.46 -1.16 -0.28  0.242
H -0.91 0.19 -1.28  0.210
H 1.23 0.17 -1.93  0.147
H 0.06 0.73 2.68  0.178

Below is an isolated molecule of C4H5NO, with properties calculated with ωB97M-V/def2-TZVPD.

Values from the calculation:
Largest force on an atom   3.466 eV/Å
Multiplicity   1
Net charge   0
Orbital gap   10.779 eV
Electronic energy   -7760.225 eV

Last column: natural (NBO) charge in e.
Positions of all 11 atoms, in Å:
O -1.34 -1.57 0.94  -0.416
N -1.39 -0.50 -0.17  -0.207
C 0.77 0.62 0.24  -0.214
C 1.44 -0.01 -0.71  -0.359
C -0.76 0.69 0.23  -0.280
C -1.11 -1.72 -0.40  0.374
H -1.25 0.77 1.31  0.251
H 1.31 0.91 1.09  0.213
H 2.47 0.05 -0.69  0.199
H 1.00 -0.67 -1.43  0.204
H -1.14 1.44 -0.42  0.236

Below is an isolated molecule of C4H5NO, with properties calculated with ωB97M-V/def2-TZVPD.

Values from the calculation:
Largest force on an atom   0.780 eV/Å
Structure (SMILES)   C=C=NCC=O
Multiplicity   1
Net charge   0
Orbital gap   10.467 eV
Electronic energy   -7764.045 eV

Last column: natural (NBO) charge in e.
Positions of all 11 atoms, in Å:
O 1.41 -0.51 1.41  -0.513
N -0.43 0.02 -1.52  -0.414
C -1.15 1.28 0.53  -0.610
C 0.58 -0.84 0.60  0.425
C 0.75 -0.65 -0.90  -0.338
C -0.94 0.69 -0.62  0.393
H 1.62 -0.02 -1.08  0.223
H -1.85 0.87 1.25  0.246
H 0.91 -1.63 -1.35  0.222
H -0.55 2.14 0.79  0.251
H -0.35 -1.35 0.90  0.115

Below is an isolated molecule of C4H5NO, with properties calculated with ωB97M-V/def2-TZVPD.

Values from the calculation:
Largest force on an atom   9.907 eV/Å
Structure (SMILES)   N#C[C@@H]1C[C@H]1O
Multiplicity   1
Net charge   0
Orbital gap   10.375 eV
Electronic energy   -7763.049 eV

Last column: natural (NBO) charge in e.
Positions of all 11 atoms, in Å:
O 1.78 1.12 -0.04  -0.662
N -3.20 0.15 0.09  -0.366
C -0.38 -0.06 -0.45  -0.245
C 0.37 -0.95 0.30  -0.492
C 0.56 0.64 0.37  0.092
C -2.13 -0.02 -0.14  0.262
H 1.79 0.98 -1.02  0.465
H 0.22 1.12 1.28  0.212
H -0.17 0.08 -1.58  0.246
H 0.01 -1.41 1.25  0.247
H 1.14 -1.66 -0.06  0.242

Calculated relative energy (zero: lowest compared OMol25 entry of this formula, charge and spin) in order - 215.8; 366.2; 465.1; 608.0; 239.4; 335.5 kJ/mol